No. 1
{
  "formula": "C2HClN2OS",
  "method": "ωB97M-V/def2-TZVPD",
  "max_force_ev_per_a": 4.57,
  "homo_lumo_gap_ev": 9.725,
  "smiles": "Sc1onnc1Cl",
  "homo_ev": -9.4,
  "relative_energy_kcal_mol": 37.17,
  "elements": ["Cl", "S", "O", "N", "N", "C", "C", "H"],
  "xyz": [[0.022, 0.878, 1.928], [-1.361, 0.943, -1.320], [0.473, -0.954, -1.312], [1.378, -1.681, -0.499], [1.308, -1.185, 0.670], [0.258, -0.251, 0.653], [-0.218, -0.161, -0.625], [-1.417, 0.159, -2.524]],
  "forces_ev_per_a": [[-0.20, -0.49, -0.16], [-0.08, -1.33, -1.75], [1.15, -3.08, -3.18], [0.43, 0.88, 1.18], [-1.89, 0.39, -1.36], [1.30, 0.28, 0.94], [-0.67, 2.11, 2.75], [-0.04, 1.22, 1.59]]
}

***

No. 2
{
  "formula": "C2HClNO3",
  "method": "ωB97M-V/def2-TZVPD",
  "max_force_ev_per_a": 4.01,
  "homo_lumo_gap_ev": 9.106,
  "homo_ev": -5.3,
  "relative_energy_kcal_mol": 15.47,
  "charge": -1,
  "elements": ["Cl", "O", "O", "O", "N", "C", "C", "H"],
  "xyz": [[-1.537, -1.260, -0.518], [0.737, 2.842, 1.194], [0.908, -0.886, 0.152], [0.755, -3.086, -0.451], [-0.705, 1.654, -0.210], [0.605, -1.979, -0.196], [0.123, 2.177, 0.462], [-0.885, 0.539, -0.434]],
  "forces_ev_per_a": [[-1.60, -0.32, -0.55], [1.57, 0.87, 0.81], [1.15, -0.76, 0.12], [-0.10, -2.81, -0.72], [-0.61, -2.67, -1.48], [0.72, 3.79, 1.09], [-1.32, -0.26, 0.14], [0.19, 2.16, 0.59]]
}

***

No. 3
{
  "formula": "C2HClO2",
  "method": "ωB97M-V/def2-TZVPD",
  "max_force_ev_per_a": 6.95,
  "homo_lumo_gap_ev": 9.147,
  "homo_ev": -9.3,
  "relative_energy_kcal_mol": 39.17,
  "elements": ["Cl", "O", "O", "C", "C", "H"],
  "xyz": [[1.811, -0.156, 2.234], [0.260, -1.016, -1.414], [1.506, -2.611, 1.435], [1.329, -1.460, 1.259], [0.216, -0.627, -0.288], [-0.260, 0.097, 0.211]],
  "forces_ev_per_a": [[0.52, 0.99, 1.02], [-0.28, 1.01, 2.42], [0.16, 0.66, 0.11], [-2.23, -0.56, -3.44], [4.06, -5.40, -1.61], [-2.23, 3.30, 1.50]]
}

***

No. 4
{
  "formula": "C2HCoFO2",
  "method": "ωB97M-V/def2-TZVPD",
  "max_force_ev_per_a": 8.88,
  "multiplicity": 5,
  "homo_lumo_gap_ev": [9.095, 7.279],
  "homo_ev": [-15.5, -15.8],
  "relative_energy_kcal_mol": 0.00,
  "charge": 1,
  "s2": 6.01,
  "elements": ["Co", "F", "O", "O", "C", "C", "H"],
  "xyz": [[1.721, 1.000, 0.588], [0.189, 1.117, 1.460], [-1.607, -0.965, -2.100], [1.463, -0.403, -0.373], [0.145, -1.157, -0.324], [-0.802, -1.039, -1.248], [0.129, -2.109, 0.220]],
  "forces_ev_per_a": [[0.33, 2.88, 2.15], [-0.13, 0.27, 0.21], [3.14, -0.29, 3.69], [-6.00, -6.06, -2.46], [6.87, 1.46, 1.55], [-4.29, 1.22, -5.38], [0.09, 0.51, 0.25]]
}